One molecule with the formula C27H40N4O5S, computed with wB97M-V/def2-TZVPD.

The value obtained for the HOMO-LUMO gap is 9.95 eV. The value obtained for the molar mass is 532.71 g/mol. Its HOMO energy is -9.34 eV. As for the SMILES: CCC(C)(C)[C@H]1CC[C@]2(CC1)NC(=O)N(CC(=O)N1CCN(S(=O)(=O)c3cc(C)ccc3C)CC1)C2=O.

```
! RIJCOSX wB97M-V def2-TZVPD def2/J DEFGRID3
* xyz 0 1
C -5.18340 -4.39403 0.30924
C -4.25258 -3.18394 0.32789
C -4.89749 -1.82943 -0.04395
C -6.23099 -1.68185 0.69889
C -5.16316 -1.78732 -1.55117
C -3.94297 -0.68285 0.40355
C -4.41101 0.70906 -0.03731
C -3.53957 1.80257 0.57365
C -2.06692 1.63883 0.16891
C -1.59231 0.22880 0.53085
C -2.49247 -0.85084 -0.06400
N -1.84887 1.98746 -1.21672
C -1.10398 3.09496 -1.38041
O -0.78781 3.64626 -2.40691
N -0.71938 3.51500 -0.09821
C 0.08021 4.69616 0.14277
C 1.42275 4.35078 0.79820
O 1.68761 4.74457 1.91341
N 2.29137 3.59960 0.07920
C 2.15626 3.13441 -1.28058
C 1.87981 1.63276 -1.29119
N 2.92514 0.93091 -0.56497
S 2.57838 -0.73445 -0.57473
O 2.27996 -1.10655 -1.92685
O 1.55601 -0.99130 0.40673
C 4.14642 -1.46407 -0.10820
C 5.28555 -0.73748 -0.39817
C 6.54204 -1.24384 -0.09559
C 7.78492 -0.46092 -0.38499
C 6.61352 -2.50074 0.49726
C 5.47041 -3.23140 0.75854
C 4.20639 -2.73262 0.45328
C 2.97151 -3.53491 0.69419
C 3.05409 1.42243 0.79680
C 3.36528 2.92002 0.77269
C -1.22842 2.70030 0.87917
O -1.05928 2.81581 2.06321
H -5.69558 -4.48936 -0.64474
H -4.59721 -5.29758 0.46417
H -5.92609 -4.33985 1.10005
H -3.43796 -3.38206 -0.37006
H -3.82427 -3.10357 1.32967
H -6.68197 -0.71148 0.51257
H -6.08597 -1.79231 1.77119
H -6.93716 -2.43565 0.36389
H -5.72307 -0.89694 -1.82454
H -4.23334 -1.80603 -2.11377
H -5.75244 -2.64991 -1.85093
H -3.93594 -0.69659 1.50014
H -5.43994 0.88851 0.27292
H -4.37218 0.78604 -1.12484
H -3.59289 1.76297 1.66294
H -3.89385 2.78538 0.25219
H -1.59651 0.15582 1.62023
H -0.56539 0.06590 0.19744
H -2.08941 -1.81144 0.24995
H -2.44055 -0.80917 -1.15338
H -2.25428 1.48949 -1.98913
H -0.44648 5.34657 0.84771
H 0.20513 5.20949 -0.81347
H 1.36861 3.65897 -1.81656
H 3.10843 3.32138 -1.79020
H 1.87074 1.24077 -2.30827
H 0.90315 1.43152 -0.82860
H 5.17456 0.22642 -0.86885
H 7.56958 0.38172 -1.03590
H 8.21212 -0.07997 0.54251
H 8.53288 -1.09219 -0.86020
H 7.58009 -2.91506 0.74468
H 5.55420 -4.21298 1.20125
H 2.31958 -3.02342 1.39962
H 3.21934 -4.52138 1.07815
H 2.41249 -3.63720 -0.23474
H 3.85974 0.86636 1.27931
H 2.12413 1.24921 1.35758
H 3.42214 3.31593 1.78719
H 4.30847 3.09949 0.24836
*
```



A 2-piece molecular cluster, C2H3F2NS overall, computed with wB97M-V/def2-TZVPD.

The value obtained for the HOMO-LUMO gap is 9.05 eV. The value obtained for the molar mass is 111.12 g/mol. Its HOMO energy is -8.81 eV.

```
! RIJCOSX wB97M-V def2-TZVPD def2/J DEFGRID3
* xyz 0 1
C 0.51175 0.83392 0.02302
C 2.94379 0.17490 -0.03887
N 0.05805 -0.36699 -0.06799
F 3.00524 0.98146 -1.08783
F 3.32900 0.88798 1.09143
S 2.76680 -1.39506 -0.03935
H -0.11000 1.56290 0.35340
H -0.91291 -0.76656 0.02791
H 0.63001 -1.21054 -0.19806
*
```



A 2-piece molecular cluster, C4H11NO overall, computed with wB97M-V/def2-TZVPD.

The value obtained for the HOMO-LUMO gap is 9.41 eV. The value obtained for the molar mass is 89.14 g/mol. Its HOMO energy is -8.58 eV. As for the SMILES: C=CO.CNC.

```
! RIJCOSX wB97M-V def2-TZVPD def2/J DEFGRID3
* xyz 0 1
C -1.32303 -0.11974 -2.87632
C -0.57429 0.04899 -1.82316
O -0.94987 0.70183 -0.69931
H -0.80651 -0.73734 -3.75670
H -2.26364 0.42742 -2.97146
H 0.32940 -0.43121 -1.69175
H -0.53089 0.23183 0.04333
C 1.46593 0.98054 1.64943
N 0.91467 -0.33152 1.03074
C 0.12664 -1.17524 2.01661
H 1.95583 1.53565 0.82226
H 0.56437 1.56135 1.90189
H 2.10335 0.77006 2.47831
H 1.68230 -1.00198 0.72809
H -0.18874 -0.32674 2.74942
H 0.87085 -1.87766 2.52165
H -0.69155 -1.85272 1.75491
*
```



C18H30B2Ca2Cl3F3Li2NO8 as an isolated structure, computed with wB97M-V/def2-TZVPD.

The value obtained for the HOMO-LUMO gap is 1.88 eV. The value obtained for the molar mass is 667.45 g/mol. Its HOMO energy is -7.45 eV.

```
! RIJCOSX wB97M-V def2-TZVPD def2/J DEFGRID3
* xyz 1 1
B 4.41030 -2.55079 2.91869
C 4.59982 -2.12291 1.30939
C 3.52388 -1.18473 0.74915
C 2.97079 -0.25761 1.79849
C 1.94120 0.73402 1.22050
C 0.69406 -0.04555 0.86994
C -0.61380 0.75588 0.93747
C -1.80014 -0.18358 1.03595
C -1.96985 -1.08225 -0.22283
O -0.92254 -1.88177 -0.53733
C -0.87386 -3.14065 0.06499
C -0.62137 -3.40511 1.56157
O -1.01526 -4.08449 -0.63108
H 3.25800 -2.38310 3.35341
H 5.23941 -1.93144 3.59358
H 4.68726 -3.73794 3.07146
H 4.54003 -3.04361 0.73542
H 5.60139 -1.73181 1.15595
H 3.97195 -0.54603 -0.02309
H 2.74983 -1.74154 0.22459
H 2.42513 -0.79962 2.55688
H 3.75103 0.32188 2.30290
H 2.33250 1.15097 0.28460
H 1.72219 1.54489 1.93473
H 0.81197 -0.48750 -0.11029
H 0.56557 -0.88880 1.54457
H -0.56209 1.32456 1.86386
H -0.77979 1.50755 0.17241
H -1.73430 -0.71081 2.01862
H -2.71922 0.41498 1.10396
H -2.14973 -0.43406 -1.07299
H -2.92672 -1.68001 -0.15672
H -0.58665 -2.52260 2.19983
H -1.34309 -4.14330 1.92194
H 0.35647 -3.87475 1.63187
Ca -3.30532 -2.36618 1.42795
F 0.90846 -2.98876 -1.81821
B -7.03114 -4.00253 6.08740
O -8.03413 -4.27077 5.06529
C -7.50198 -4.07465 3.86645
O -8.03053 -4.19366 2.81064
C -6.03550 -3.65195 4.08317
O -5.24476 -3.39228 3.19980
O -5.78148 -3.62221 5.35544
F -6.79154 -5.17959 6.87247
F -7.40655 -3.00561 6.95578
Li 3.05676 2.59060 1.58079
Li -6.46662 -4.67585 8.53240
O 2.71780 3.56352 -0.91549
H 2.80750 4.09054 -1.71642
N 2.24306 5.33129 -4.41401
C 0.98923 5.13293 -4.02705
C -0.04446 4.82359 -4.91235
C 0.26143 4.72812 -6.26955
C 1.57462 4.93031 -6.68535
C 2.52251 5.23094 -5.71134
H 0.80406 5.22984 -2.96282
H -1.05482 4.67726 -4.55000
H -0.51995 4.50194 -6.99370
H 1.85384 4.86606 -7.72817
H 3.55808 5.40075 -5.98190
O -0.49394 8.48788 -5.18515
H -0.23461 7.55875 -5.23138
C 2.18937 0.93085 -3.25966
Cl 2.17506 2.11039 -4.68046
Cl 3.72257 0.93729 -2.50279
Cl 0.89004 1.39353 -2.17646
H 1.99779 -0.06915 -3.63554
Ca 0.17077 1.81842 -5.86216
*
```



One molecule with the formula C15H21N3OS, computed with wB97M-V/def2-TZVPD.

The value obtained for the HOMO-LUMO gap is 8.96 eV. The value obtained for the molar mass is 291.42 g/mol. Its HOMO energy is -8.16 eV. As for the SMILES: CCCCCOc1ccc(CSc2n[nH]c(C)n2)cc1.

```
! RIJCOSX wB97M-V def2-TZVPD def2/J DEFGRID3
* xyz 0 1
C 7.03574 -2.47356 0.18134
C 6.21309 -1.22005 0.45284
C 6.73392 -0.02513 -0.34185
C 5.97277 1.27064 -0.06136
C 4.53149 1.26201 -0.56716
O 3.73361 0.53141 0.34166
C 2.40876 0.38104 0.08496
C 1.73986 0.90168 -1.01768
C 0.38242 0.67817 -1.17028
C -0.33465 -0.06570 -0.24530
C -1.79927 -0.28547 -0.41048
S -2.73417 1.05855 0.45038
C -4.32619 0.40838 0.26197
N -5.40836 1.01418 0.70594
N -6.39810 0.16948 0.35283
C -5.88057 -0.90186 -0.28430
C -6.68607 -2.02660 -0.80883
N -4.57564 -0.77590 -0.35505
C 0.33998 -0.57900 0.85904
C 1.68983 -0.36402 1.02273
H 6.99761 -2.73533 -0.87421
H 6.65312 -3.31374 0.75596
H 8.07703 -2.31613 0.45572
H 6.24992 -0.98314 1.51801
H 5.17076 -1.40585 0.19449
H 7.78622 0.13309 -0.09180
H 6.68103 -0.24907 -1.41051
H 6.49292 2.09926 -0.54619
H 5.95404 1.46058 1.01286
H 4.15875 2.29418 -0.63566
H 4.48493 0.80673 -1.56641
H 2.26110 1.48471 -1.76058
H -0.12555 1.09339 -2.02860
H -2.13006 -1.21887 0.04081
H -2.10498 -0.25356 -1.45498
H -7.35494 0.39167 0.57575
H -6.02400 -2.74508 -1.28179
H -7.22720 -2.51514 0.00040
H -7.40848 -1.66707 -1.54030
H -0.20314 -1.15238 1.59568
H 2.21959 -0.76076 1.87442
*
```